Entry from the OMol25 dataset: a molecular structure, C13H23BMnN6OSi (the ωB97M-V functional and the def2-TZVPD basis).

Computed properties:
HOMO level (spin up / spin down) = -5.5 / -8.1 eV
charge = 0
orbital gap (spin up / spin down) = 5.9 / 8.5 eV
LUMO energy (spin up / spin down) = 0.4 / 0.4 eV
DFT total energy = -64717.565 eV
⟨S²⟩ = 8.791
maximum force = 0.19066 Eh/bohr
spin multiplicity = 6
energy above the lowest of the compared OMol25 structures with the same formula, charge and spin = 0.0 kcal per mole

Each line ends with the Löwdin charge.
Element x y z (Å)
H -0.20627 3.32915 0.98703  0.1273
N -0.03668 1.98062 -0.63965  0.1122
B 0.48021 0.71762 -2.75026  -0.4621
N 0.52604 1.99046 -1.86728  0.0379
C 1.11718 3.18760 -2.03470  -0.0192
Mn -0.70800 -1.02469 -0.14234  0.6475
H 1.64136 3.39825 -2.95355  0.1335
C 0.90595 3.94686 -0.88316  -0.0219
H 1.24908 4.94465 -0.70928  0.0994
C 0.16666 3.14339 -0.01186  -0.0175
H 0.85723 0.97015 -3.85689  0.1206
C -1.03464 -2.90120 0.08400  -0.2560
H -1.58662 -2.95956 1.03847  -0.0150
H -0.07468 -3.42846 0.15712  -0.0258
H -1.64654 -3.28167 -0.74451  -0.0235
N -0.94381 0.08387 -2.72016  0.0089
N 1.40587 -0.33240 -2.07966  -0.0088
N -1.47296 -0.55973 -1.58212  -0.1578
N 1.04476 -0.91230 -0.87199  -0.0582
C -1.78827 -0.08170 -3.74506  -0.0745
C 2.61398 -0.78865 -2.44876  -0.0680
H -1.53328 0.32731 -4.71652  0.1220
H 3.04764 -0.45610 -3.37836  0.1192
C -2.90793 -0.79723 -3.31086  -0.0548
C 3.06677 -1.67540 -1.47348  -0.0534
C -2.70759 -1.05749 -1.96433  -0.0917
C 2.07345 -1.72418 -0.48981  -0.0868
H -3.75423 -1.08401 -3.90936  0.0942
H 3.99452 -2.21735 -1.47164  0.0909
H -3.30329 -1.61377 -1.26077  0.1141
H 2.00229 -2.29067 0.42675  0.1103
H -0.46400 1.14524 -0.21892  0.0979
C 1.37037 -0.89552 3.50583  -0.1804
Si -0.24736 -0.00893 3.10100  0.2511
C -1.62338 -0.84004 4.07930  -0.1769
C -0.05745 1.79371 3.62530  -0.1884
O -0.62214 -0.04833 1.52497  -0.4542
H 1.53370 -0.90936 4.59390  0.0264
H 2.22899 -0.38736 3.04781  0.0225
H 1.37022 -1.93576 3.15581  0.0213
H -1.44363 -0.76076 5.15977  0.0238
H -2.59206 -0.37263 3.86010  0.0259
H -1.70802 -1.90506 3.82726  0.0253
H 0.76794 2.27675 3.08552  0.0147
H -0.97259 2.35839 3.40536  0.0217
H 0.14484 1.88356 4.70199  0.0263